ORCA calculation (ωB97M-V with the def2-TZVPD basis set) on an isolated ion of composition C7H10ClN4O3S and charge +1 at a distorted geometry.

Geometry as ORCA input:
```
! RIJCOSX wB97M-V def2-TZVPD def2/J DEFGRID3
* xyz 1 1
C 2.53030 0.56265 -2.12615
C 2.31495 0.79163 -0.59374
O 0.87277 0.59816 -0.29292
C 0.49778 -0.62605 -0.33570
O 1.00742 -1.65165 -0.54645
C -1.01373 -0.62968 0.00115
S -1.89707 -1.38588 -1.42238
C -0.93986 -1.58989 1.35993
N -1.51774 -2.75945 1.24142
O -0.59377 -1.11645 2.43348
C -1.75273 0.61847 0.40289
Cl -3.38158 0.15188 0.82886
N -1.56918 1.62299 -0.51968
N -0.98163 2.61766 -0.06121
C -0.72165 2.45004 1.23398
N -1.12595 1.27895 1.62365
H 2.09058 1.46182 -2.70660
H 3.61077 0.52759 -2.26593
H 2.03916 -0.38364 -2.32579
H 2.77845 1.70478 -0.13047
H 2.93229 0.02775 -0.06590
H -0.99782 -1.31941 -2.31573
H -1.68038 -3.33105 0.42105
H -1.70968 -3.34400 2.05357
H 0.08986 3.11388 1.67546
H -0.88158 0.60891 2.43319
*
```

Values from the calculation:
- HOMO-LUMO gap (eV) = 6.9
- electronic energy (hartree) = -1575.512255
- relative energy (zero: lowest compared OMol25 entry of this formula, charge and spin) (eV) = 1.0280
- SMILES = CCOC(=O)[C@@](S)(C(N)=O)[C@]1(Cl)N=NC=[NH+]1
- F_max (eV/Å) = 4.7
- E_LUMO (eV) = -6.46

Results of the natural (NBO) charge analysis, in e, for atoms 1 through 5: -0.63, -0.10, -0.52, 0.81, -0.54